Record 1
Computed, not measured: a 8-piece molecular cluster, C4H24O9 overall, with ωB97M-V/def2-TZVPD.

**Multiplicity**: 2
**Total charge**: +1
**HOMO (alpha / beta)**: -13.181 / -13.167 eV
**HOMO-LUMO gap (alpha / beta)**: 10.224 / 3.470 eV

Each atom is followed by the atoms it is bonded to, with distances in Å.
Positions of all 37 atoms, in Å:
1 C 1.223 1.501 -0.665  O2 1.445, C3 1.545, H7 1.093, H8 1.083
2 O 1.334 0.754 -1.896  C1 1.445, H9 0.966
3 C 0.531 0.387 0.151  C1 1.545, C4 1.548, H10 1.107, H11 1.101
4 C 0.312 0.729 1.645  C3 1.548, C5 1.542, O6 1.415, H12 1.089
5 C 1.623 1.097 2.367  C4 1.542, H13 1.093, H14 1.098, H15 1.096
6 O -0.234 -0.439 2.226  C4 1.415, H16 0.981
7 H 0.592 2.337 -0.977  C1 1.093
8 H 2.201 1.851 -0.360  C1 1.083
9 H 2.231 0.884 -2.230  O2 0.966
10 H 1.026 -0.573 -0.090  C3 1.107
11 H -0.418 0.178 -0.367  C3 1.101
12 H -0.579 1.354 1.696  C4 1.089
13 H 1.797 0.430 3.215  C5 1.093
14 H 1.562 2.170 2.594  C5 1.098
15 H 2.577 0.922 1.856  C5 1.096
16 H 0.224 -1.198 1.806  O6 0.981
17 H 0.935 -3.017 -0.511  O19 0.954
18 H 1.375 -4.232 -1.214  O19 0.960
19 O 1.297 -3.880 -0.324  H17 0.954, H18 0.960
20 H -2.572 0.348 2.888  O22 0.959
21 H -2.912 1.619 1.982  O22 0.967
22 O -2.883 0.653 2.034  H20 0.959, H21 0.967
23 H 3.550 -1.808 0.074  O25 0.952
24 H 2.899 -2.536 -1.302  O25 0.944
25 O 2.920 -1.867 -0.637  H23 0.952, H24 0.944
26 H 0.900 -1.021 -2.252  O28 0.961
27 H -0.351 -1.894 -2.462  O28 0.977
28 O 0.589 -1.928 -2.195  H26 0.961, H27 0.977
29 H -2.413 -0.609 -2.118  O31 0.972
30 H -2.524 -2.049 -1.874  O31 0.962
31 O -2.111 -1.449 -2.503  H29 0.972, H30 0.962
32 H -2.973 0.307 0.196  O34 0.975
33 H -3.338 1.442 -0.883  O34 0.960
34 O -2.761 0.706 -0.668  H32 0.975, H33 0.960
35 H -1.285 3.233 0.670  O37 0.960
36 H -2.141 2.443 -0.276  O37 0.983
37 O -2.204 3.155 0.400  H35 0.960, H36 0.983

Results of the natural (NBO) charge analysis, in e, for atoms 1 through 2: -0.07 -0.64

Record 2
Computed, not measured: a 11-piece molecular cluster, C20H30ClN10O4 overall, with ωB97M-V/def2-TZVPD.

**Total charge**: -1
**HOMO**: -5.667 eV
**HOMO-LUMO gap**: 7.380 eV

Each atom is followed by the atoms it is bonded to, with distances in Å.
Positions of all 65 atoms, in Å:
1 Cl 0.885 -0.142 0.262  O2 1.437, O3 1.365, O4 1.427, O5 1.453
2 O -0.297 -0.636 -0.388  Cl1 1.437
3 O 0.645 0.976 1.008  Cl1 1.365
4 O 1.410 -1.126 1.152  Cl1 1.427
5 O 2.029 0.087 -0.605  Cl1 1.453
6 C -2.611 -5.995 -0.895  C7 1.482, H9 1.090, H10 1.090, H11 1.090
7 C -2.008 -6.332 0.416  C6 1.482, N8 1.143
8 N -1.579 -6.601 1.442  C7 1.143
9 H -3.219 -6.794 -1.319  C6 1.090
10 H -1.754 -5.696 -1.499  C6 1.090
11 H -3.179 -5.080 -0.726  C6 1.090
12 C 4.691 -5.384 0.214  C13 1.510, H15 1.090, H16 1.090, H17 1.090
13 C 5.692 -4.941 1.255  C12 1.510, N14 1.117
14 N 6.395 -4.586 2.046  C13 1.117
15 H 3.702 -5.604 0.615  C12 1.090
16 H 5.058 -6.253 -0.332  C12 1.090
17 H 4.567 -4.590 -0.523  C12 1.090
18 C 0.742 -3.312 6.422  C19 1.503, H21 1.090, H22 1.090, H23 1.090
19 C 2.197 -2.941 6.360  C18 1.503, N20 1.210
20 N 3.361 -2.613 6.390  C19 1.210
21 H 0.263 -3.399 5.447  C18 1.090
22 H 0.283 -2.476 6.949  C18 1.090
23 H 0.550 -4.184 7.048  C18 1.090
24 C 1.455 6.173 3.859  C25 1.489, H27 1.090, H28 1.090, H29 1.090
25 C 1.728 5.271 5.012  C24 1.489, N26 1.179
26 N 1.959 4.557 5.922  C25 1.179
27 H 1.139 7.180 4.133  C24 1.090
28 H 0.718 5.789 3.154  C24 1.090
29 H 2.405 6.380 3.365  C24 1.090
30 C 6.663 3.594 0.584  C31 1.517, H33 1.090, H34 1.090, H35 1.090
31 C 6.873 2.512 1.627  C30 1.517, N32 1.167
32 N 6.978 1.665 2.423  C31 1.167
33 H 7.563 4.109 0.251  C30 1.090
34 H 6.078 4.448 0.924  C30 1.090
35 H 6.171 3.032 -0.210  C30 1.090
36 C 1.008 -1.461 -6.351  C37 1.452, H39 1.090, H40 1.090, H41 1.090
37 C 0.517 -2.813 -6.151  C36 1.452, N38 1.142
38 N 0.090 -3.869 -6.065  C37 1.142
39 H 2.088 -1.316 -6.349  C36 1.090
40 H 0.595 -0.869 -5.534  C36 1.090
41 H 0.621 -0.986 -7.253  C36 1.090
42 C 0.888 4.905 -4.186  C43 1.482, H45 1.090, H46 1.090, H47 1.090
43 C -0.152 4.415 -5.121  C42 1.482, N44 1.172
44 N -0.997 4.027 -5.835  C43 1.172
45 H 0.543 5.666 -3.486  C42 1.090
46 H 1.665 5.277 -4.854  C42 1.090
47 H 1.329 4.114 -3.580  C42 1.090
48 C -5.104 -1.671 -4.175  C49 1.508, H51 1.090, H52 1.090, H53 1.090
49 C -5.814 -1.277 -2.905  C48 1.508, N50 1.118
50 N -6.322 -1.000 -1.948  C49 1.118
51 H -5.484 -2.646 -4.482  C48 1.090
52 H -4.054 -1.959 -4.125  C48 1.090
53 H -5.268 -0.822 -4.839  C48 1.090
54 C -4.356 4.393 -1.478  C55 1.514, H57 1.090, H58 1.090, H59 1.090
55 C -3.766 5.757 -1.190  C54 1.514, N56 1.163
56 N -3.312 6.813 -1.014  C55 1.163
57 H -4.643 4.179 -2.507  C54 1.090
58 H -5.271 4.299 -0.894  C54 1.090
59 H -3.753 3.649 -0.956  C54 1.090
60 C -4.406 -0.644 3.585  C61 1.474, H63 1.090, H64 1.090, H65 1.090
61 C -5.510 -0.767 4.554  C60 1.474, N62 1.154
62 N -6.293 -0.816 5.399  C61 1.154
63 H -3.520 -0.176 4.013  C60 1.090
64 H -4.730 0.090 2.847  C60 1.090
65 H -4.144 -1.583 3.097  C60 1.090

Results of the natural (NBO) charge analysis, in e, for atoms 1 through 2: 2.60 -0.88

Record 3
Computed, not measured: a 2-piece molecular cluster, C5H13O2 overall, with ωB97M-V/def2-TZVPD.

**Total charge**: -1
**HOMO**: -2.772 eV
**HOMO-LUMO gap**: 6.552 eV

Each atom is followed by the atoms it is bonded to, with distances in Å.
Positions of all 20 atoms, in Å:
1 C -1.358 0.975 0.862  O2 1.337, C3 1.557, H7 1.141, H8 1.121
2 O -1.273 1.903 -0.097  C1 1.337
3 C -0.056 0.182 1.177  C1 1.557, C4 1.498, H9 1.104, H10 1.103
4 C 0.503 -0.654 0.066  C3 1.498, C5 1.533, C6 1.532, H11 1.106
5 C 1.965 -0.310 -0.239  C4 1.533, H12 1.103, H13 1.106, H14 1.087
6 C 0.370 -2.174 0.204  C4 1.532, H15 1.111, H16 1.086, H17 1.100
7 H -2.026 0.098 0.571  C1 1.141
8 H -1.923 1.326 1.764  C1 1.121
9 H 0.608 1.016 1.468  C3 1.104
10 H -0.315 -0.396 2.079  C3 1.103
11 H -0.003 -0.320 -0.859  C4 1.106
12 H 2.420 -1.148 -0.794  C5 1.103
13 H 2.647 -0.432 0.624  C5 1.106
14 H 2.023 0.738 -0.522  C5 1.087
15 H 1.177 -2.399 0.934  C6 1.111
16 H -0.452 -2.773 0.584  C6 1.086
17 H 0.847 -2.690 -0.643  C6 1.100
18 H -1.236 2.556 -2.953  O20 0.951
19 H -1.880 2.310 -1.631  O20 0.984
20 O -2.037 2.190 -2.595  H18 0.951, H19 0.984

Results of the natural (NBO) charge analysis, in e, for atoms 1 through 2: 0.02 -0.98

Record 4
Computed, not measured: an isolated ion of composition C7H15IN3 and charge +1, with ωB97M-V/def2-TZVPD.

**Total charge**: +1
**HOMO (alpha / beta)**: -12.955 / -12.957 eV
**HOMO-LUMO gap (alpha / beta)**: 7.434 / 7.445 eV

Each atom is followed by the atoms it is bonded to, with distances in Å.
Positions of all 26 atoms, in Å:
1 C 0.958 0.976 0.497  C2 1.474, N10 1.294, H12 1.060
2 C 1.374 -0.435 0.403  C1 1.474, C3 1.559, N8 1.401, H13 1.101
3 C 1.463 -0.789 1.919  C2 1.559, H14 1.054, H15 1.002, H16 1.053
4 C -0.544 -2.989 -1.374  C6 1.478, H17 0.986, H18 1.178, H19 1.061
5 C -0.919 3.208 -1.138  C7 1.587, H20 1.019, H21 1.041, H22 1.097
6 C 0.021 -2.428 -0.129  C4 1.478, N8 1.435, H23 1.117, H24 1.036
7 C -0.778 2.616 0.328  C5 1.587, N10 1.447, H25 1.089, H26 1.097
8 N 0.637 -1.191 -0.518  C2 1.401, C6 1.435
9 N -0.950 0.445 -0.635  N10 1.334, I11 2.089
10 N -0.201 1.322 0.036  C1 1.294, C7 1.447, N9 1.334
11 I -2.701 -0.273 0.251  N9 2.089
12 H 1.687 1.554 1.004  C1 1.060
13 H 2.271 -0.610 -0.210  C2 1.101
14 H 1.412 -1.834 2.044  C3 1.054
15 H 0.772 -0.295 2.450  C3 1.002
16 H 2.422 -0.594 2.305  C3 1.053
17 H 0.194 -3.033 -2.027  C4 0.986
18 H -1.109 -4.009 -1.206  C4 1.178
19 H -1.195 -2.332 -1.894  C4 1.061
20 H 0.028 3.508 -1.364  C5 1.019
21 H -1.115 2.529 -1.902  C5 1.041
22 H -1.570 4.090 -1.105  C5 1.097
23 H -0.862 -2.392 0.556  C6 1.117
24 H 0.738 -3.018 0.332  C6 1.036
25 H -1.855 2.629 0.488  C7 1.089
26 H -0.178 3.345 0.887  C7 1.097

Results of the natural (NBO) charge analysis, in e, for atoms 1 through 2: 0.20 -0.19

Record-wise calculated total energy values, in eV: -22953.9081 -56829.1831 -9490.1728 -20059.4856
Record-wise energy relative to the best compared isomer or geometry (same formula, charge and spin) values, in kJ/mol: 0.0 384.6 111.5 594.1
Record-wise F_max values, in eV/A: 3.26 6.56 2.86 4.93